Record 1
Density functional theory data (ωB97M-V/def2-TZVPD) for a 2-piece molecular cluster, C5H11BrFO3P overall at a distorted geometry.

The maximum force comes out at 4.78 eV Å⁻¹. The value obtained for the HOMO energy (spin up / spin down) is -9.02 / -9.42 eV. As for the total energy: -93551.8964 eV. Its HOMO-LUMO gap (spin up / spin down) is 0.313 / 0.327 hartree. As for the energy relative to the best compared isomer or geometry (same formula, charge and spin): 69.1 kcal/mol.

XYZ file:
```
22
Properties=species:S:1:pos:R:3:forces:R:3:nbo_charge:R:1
H 1.5469 -2.4500 -1.5197 0.814 -0.330 -0.694 0.189
H -0.2480 3.6781 0.5768 -0.417 1.377 -0.163 0.217
C 1.6487 -1.7191 -0.7397 1.199 -2.042 -0.719 -0.044
H 1.9575 0.1509 -0.2812 0.427 1.554 0.621 0.213
C -1.9173 -1.6838 0.9434 -1.502 -3.258 -3.156 -0.182
H 2.3674 -2.1101 0.0001 -0.373 0.286 -0.081 0.190
Br -3.4039 -0.6330 1.3465 -0.260 0.043 0.528 0.118
O 0.3520 -0.6671 1.9367 1.281 0.963 2.332 -1.086
P -0.3522 -0.8398 0.7045 -1.606 0.316 0.254 2.385
C -1.1526 1.7639 0.0891 0.051 2.350 -1.385 -0.048
O -0.8159 0.4127 -0.1032 0.199 -0.830 -0.149 -0.843
H 0.9631 2.5781 -0.2217 -1.534 0.290 0.358 0.210
F -1.9094 -2.9240 1.5449 0.168 1.869 -0.232 -0.345
C 0.0674 2.6812 0.4786 0.834 -2.414 -1.199 -0.639
H -2.3210 -2.2938 -0.8933 0.739 1.127 2.768 0.057
H 2.8073 -0.0996 -1.8459 0.097 -0.648 0.467 0.233
H 0.5205 2.3967 1.4055 -0.160 -0.367 0.911 0.225
H 1.1035 -0.0728 -1.7262 -2.176 1.178 -1.530 0.216
O 0.3278 -1.8109 -0.2552 -0.437 -0.423 -0.785 -0.809
H -1.4473 2.0170 -0.9963 0.074 0.174 1.835 0.193
H -2.0396 1.9707 0.7739 1.195 -0.760 -0.762 0.199
C 1.9454 -0.3452 -1.2174 1.387 -0.455 0.781 -0.649
```
Forces are in eV/Å.

Record 2
Density functional theory data (ωB97M-V/def2-TZVPD) for a 2-piece molecular cluster, C5H11BrN overall at a distorted geometry.

Its total charge is +1. The maximum force comes out at 3.72 eV Å⁻¹. The value obtained for the HOMO energy (spin up / spin down) is -13.73 / -13.96 eV. As for the total energy: -76881.5188 eV. Its HOMO-LUMO gap (spin up / spin down) is 0.260 / 0.272 hartree. As for the energy relative to the best compared isomer or geometry (same formula, charge and spin): 184.1 kcal/mol.

XYZ file:
```
18
Properties=species:S:1:pos:R:3:forces:R:3:nbo_charge:R:1
H -2.0783 -0.6793 -0.2568 -1.647 0.685 -1.906 0.314
H -1.6526 -2.6720 0.3008 1.057 0.271 0.429 0.234
H -1.2590 -0.1532 1.0263 0.708 -0.288 -1.177 0.216
H -1.4510 2.3698 0.5327 0.141 0.322 -0.594 0.248
C -0.3815 2.1535 0.4430 -0.767 0.187 1.430 -0.658
C 0.0565 1.3417 -0.7071 2.178 0.482 -0.788 -0.327
H 0.0883 1.8955 -1.7032 -0.119 -0.994 0.736 0.306
N -0.1430 -0.0068 -0.8294 -0.826 -0.088 -0.765 -0.045
H 2.5558 -2.1374 -0.4296 -0.360 1.312 0.439 0.196
C 2.0529 -1.1496 -0.1377 -0.054 0.040 -0.490 -0.138
H -0.1093 -2.0844 1.0476 1.666 -0.961 1.567 0.226
Br 3.1681 0.2682 -0.0127 0.014 -0.826 -0.107 0.349
C -1.0661 -0.6610 0.0088 1.214 1.221 3.293 -0.335
H 1.2317 1.3130 -0.5581 -0.997 0.035 -0.434 0.303
H 0.2372 3.0632 0.4577 -0.530 -0.218 0.242 0.248
H -0.3204 -2.3331 -0.7398 1.262 -1.116 -0.882 0.227
H -0.2285 1.5560 1.3528 0.475 0.401 0.027 0.223
C -0.7010 -2.0842 0.2047 -3.415 -0.466 -1.018 -0.587
```
Forces are in eV/Å.

Record 3
Density functional theory data (ωB97M-V/def2-TZVPD) for a 2-piece molecular cluster, C5H11BrO overall.

The maximum force comes out at 0.99 eV Å⁻¹. The value obtained for the HOMO energy is -9.71 eV. As for the total energy: -77453.4321 eV. Its HOMO-LUMO gap is 0.386 hartree. The SMILES is CC(C)=O.CCBr. As for the energy relative to the best compared isomer or geometry (same formula, charge and spin): 0.0 kcal/mol.

XYZ file:
```
18
Properties=species:S:1:pos:R:3:forces:R:3:nbo_charge:R:1
H -3.3679 0.0501 1.5934 0.526 0.194 -0.359 0.215
H -1.8077 1.2822 -0.7932 -0.393 -0.086 0.218 0.222
H 3.2566 -1.7789 0.1004 -0.314 0.184 0.149 0.230
C -2.4662 0.2174 0.9735 -0.475 -0.868 0.016 -0.422
H -3.1015 2.1080 0.1307 0.143 -0.387 -0.157 0.214
C 2.0753 0.5508 -1.0171 -0.106 0.397 -0.329 -0.725
C 2.2233 -1.5673 0.4230 -0.051 -0.460 0.256 -0.725
C -2.7288 1.1262 -0.2067 0.002 0.231 -0.201 -0.632
H 1.4719 1.0296 -1.8065 0.227 -0.281 0.360 0.235
H -2.0768 -0.7739 0.6715 -0.154 0.649 0.099 0.227
Br -1.1345 0.9736 2.1623 0.185 0.065 0.124 -0.042
H 1.7139 -2.5251 0.6224 0.179 0.460 -0.147 0.236
H -3.4890 0.6672 -0.8610 0.268 0.161 0.203 0.220
H 2.0937 1.2151 -0.1367 0.085 -0.287 -0.260 0.236
O 0.4819 -1.2259 -1.1812 0.735 0.360 0.436 -0.552
H 3.1070 0.4294 -1.3878 -0.309 0.042 0.242 0.230
H 2.2594 -0.9863 1.3599 0.071 -0.131 -0.370 0.236
C 1.4895 -0.7922 -0.6469 -0.618 -0.244 -0.280 0.597
```
Forces are in eV/Å.

Record 4
Density functional theory data (ωB97M-V/def2-TZVPD) for a 2-piece molecular cluster, C5H11BrO2S overall at a distorted geometry.

The maximum force comes out at 6.06 eV Å⁻¹. The value obtained for the HOMO energy (spin up / spin down) is -8.16 / -8.16 eV. As for the total energy: -90332.0576 eV. Its HOMO-LUMO gap (spin up / spin down) is 0.275 / 0.275 hartree. As for the energy relative to the best compared isomer or geometry (same formula, charge and spin): 38.0 kcal/mol.

XYZ file:
```
20
Properties=species:S:1:pos:R:3:forces:R:3:nbo_charge:R:1
H 0.3049 0.7458 2.9857 -1.395 1.013 1.571 0.232
H -2.7232 -2.1130 -1.1553 1.260 1.300 1.700 0.124
C -2.0949 -1.6121 -0.2440 -0.888 -0.379 -3.232 -0.069
C -1.3949 -0.2684 -0.7015 -4.038 0.373 2.034 -0.053
O -1.0501 -2.4587 0.0814 0.358 -1.243 1.042 -0.747
H -0.3557 -2.3997 -0.6102 -0.724 0.549 0.373 0.491
O -0.3097 -0.4975 -1.2903 5.583 -0.352 -2.334 -0.692
C 1.6005 0.4909 -0.3587 -1.100 0.473 -0.628 -0.145
H 0.6194 -0.7745 2.2666 0.151 0.242 -0.612 0.266
C 2.0268 1.2917 -1.5934 2.664 -2.321 2.050 -0.675
H -2.8395 -1.4491 0.5367 0.481 -0.229 0.386 0.169
H 1.2674 1.5383 -2.2160 -2.583 1.249 -1.408 0.255
H 2.7485 2.0702 -1.3291 -0.490 0.199 0.046 0.234
C 0.9460 0.2663 2.3327 1.155 -0.530 -0.723 -0.759
S 0.8407 1.3267 0.8849 -0.271 -0.417 -0.203 0.494
Br 2.6607 -0.9861 0.0663 -0.128 -0.214 -0.213 0.164
H 2.6051 0.5695 -2.1579 0.186 -0.055 -0.332 0.236
H -2.1051 0.3337 -1.3230 0.011 0.169 0.647 0.131
H 1.9537 0.3676 2.7272 0.056 -0.311 0.022 0.232
H -1.2022 0.2295 0.3086 -0.288 0.485 -0.184 0.112
```
Forces are in eV/Å.

Record 5
Density functional theory data (ωB97M-V/def2-TZVPD) for an isolated molecule of C5H11Cl at a distorted geometry.

The maximum force comes out at 5.10 eV Å⁻¹. The value obtained for the HOMO energy is -10.46 eV. As for the total energy: -17885.1064 eV. Its HOMO-LUMO gap is 0.415 hartree. The SMILES is CC(C)(C)CCl. As for the energy relative to the best compared isomer or geometry (same formula, charge and spin): 21.6 kcal/mol.

XYZ file:
```
17
Properties=species:S:1:pos:R:3:forces:R:3:nbo_charge:R:1
C -1.4366 -0.8771 0.1412 1.281 0.535 -2.535 -0.387
C -0.1961 0.0182 0.0479 0.429 2.113 0.004 -0.035
H 1.0104 -1.4779 0.9146 0.108 -0.390 0.858 0.199
H -0.6980 0.4061 -2.0224 0.550 -0.234 0.111 0.209
H -1.3723 -1.5788 -0.7461 -0.009 0.241 1.570 0.218
H 1.8314 -0.4777 -0.1177 4.450 2.322 -0.880 0.208
Cl -2.9679 -0.0759 -0.1108 -0.803 0.574 0.306 -0.054
C 0.0487 0.9063 1.3303 -0.978 -0.860 -1.880 -0.630
H 0.7353 1.3051 -1.5680 -0.212 -0.237 0.550 0.212
H 0.8600 1.5891 1.0748 0.728 -0.610 0.612 0.217
H 0.1569 0.1698 2.1661 -0.035 1.488 -0.145 0.210
C -0.2470 0.9752 -1.1829 0.248 -1.713 -1.763 -0.644
H -0.7678 1.6285 1.2924 -0.524 -0.370 1.140 0.222
C 0.9798 -0.9488 -0.0142 -4.607 -1.951 0.427 -0.591
H -1.3491 -1.2595 1.1131 -0.586 -1.352 1.146 0.212
H -0.9060 1.8168 -1.2798 -0.378 0.680 1.301 0.230
H 0.7894 -1.7202 -0.7358 0.340 -0.238 -0.822 0.203
```
Forces are in eV/Å.

Record 6
Density functional theory data (ωB97M-V/def2-TZVPD) for an isolated ion of composition C5H11Cl2N2 and charge +1 at a distorted geometry.

Its total charge is +1. The maximum force comes out at 4.55 eV Å⁻¹. The value obtained for the HOMO energy (spin up / spin down) is -7.94 / -14.22 eV. As for the total energy: -33374.8936 eV. As for the multiplicity: 3. Its expectation value of S² is 2.01. Its HOMO-LUMO gap (spin up / spin down) is 0.163 / 0.209 hartree.

XYZ file:
```
20
Properties=species:S:1:pos:R:3:forces:R:3:nbo_charge:R:1
H 0.6095 0.4296 -2.3936 0.105 -1.868 1.313 0.265
H 0.9488 -0.8521 2.2532 -0.320 -0.516 0.043 0.428
Cl 1.9545 1.6627 -0.5787 0.012 2.886 0.244 -0.034
C -0.0327 0.1202 0.8206 -0.796 0.669 3.157 0.373
N 0.3418 -0.0389 2.1937 -1.270 -1.994 -3.892 -0.635
C 0.5428 -0.4551 -1.6257 0.729 1.693 -1.843 -0.535
H -1.2208 1.8539 1.4159 -0.346 0.039 0.551 0.455
H 1.1000 -1.3368 -2.0592 -0.806 0.669 0.672 0.285
C -0.8904 -0.6332 -1.2258 -0.579 0.449 -0.435 -0.405
H -1.3845 -1.3846 -1.7541 -0.764 -1.457 -0.896 0.258
H -0.2673 -1.8678 0.2524 0.837 -1.362 0.533 0.265
Cl 2.4565 -1.1219 0.4012 1.393 -2.532 1.213 -0.081
H -1.7657 -1.1583 0.7000 -1.029 0.111 0.789 0.257
H -1.4286 1.3822 -0.2214 -0.146 -0.271 0.673 0.457
H -1.4685 0.2684 -1.5267 0.168 -0.382 0.452 0.183
C 1.2845 0.0155 -0.3834 -0.013 0.239 -1.537 -0.154
H 0.0366 2.0420 0.2031 -1.457 -0.506 0.810 0.469
N -0.8107 1.4290 0.6014 3.676 0.821 -1.633 -0.775
C -0.8269 -0.9808 0.2464 -0.560 0.294 -1.667 -0.480
H 0.8213 0.6260 2.6806 1.166 3.017 1.453 0.403
```
Forces are in eV/Å.

Record 7
Density functional theory data (ωB97M-V/def2-TZVPD) for an isolated molecule of C5H11Cl2P at a distorted geometry.

The maximum force comes out at 3.87 eV Å⁻¹. The value obtained for the HOMO energy is -9.65 eV. As for the total energy: -39695.4043 eV. Its HOMO-LUMO gap is 0.378 hartree. The SMILES is CC(C)(C)C(P)(Cl)Cl. As for the energy relative to the best compared isomer or geometry (same formula, charge and spin): 10.2 kcal/mol.

XYZ file:
```
19
Properties=species:S:1:pos:R:3:forces:R:3:nbo_charge:R:1
H -0.8128 -1.6390 1.0118 -0.219 2.774 0.794 0.208
C -0.2988 0.3555 -0.0253 0.456 -2.580 0.430 -0.113
H -0.6830 0.3010 -2.2251 -0.233 -0.255 0.260 0.236
H -0.4224 1.8641 1.2734 -0.272 1.106 0.022 0.221
C -0.8699 -0.4478 1.2215 3.004 -2.390 -0.488 -0.617
Cl 1.8965 0.4295 -1.8112 -0.008 0.198 1.249 -0.052
C -0.7558 1.7175 0.2501 -0.188 2.137 -0.652 -0.641
H 3.0025 -1.7764 -0.3396 -0.409 0.095 0.588 -0.003
C -0.8620 -0.2555 -1.3039 -0.562 -2.176 1.703 -0.622
H -1.8405 1.9825 0.0996 0.857 -1.034 0.450 0.230
H -1.8545 -0.1609 1.4595 -1.390 0.243 -0.146 0.219
H -0.4753 -1.3483 -1.3016 -0.592 1.814 -0.737 0.211
H -0.2794 2.3846 -0.4628 0.439 0.549 0.251 0.217
P 1.8329 -1.7964 0.5158 0.171 2.087 -1.351 0.305
Cl 2.1755 1.1650 1.0858 0.001 0.120 -0.334 -0.016
H -0.2656 -0.1538 2.1421 -0.518 -0.737 -1.114 0.224
C 1.2971 0.1602 -0.0866 -0.470 -1.947 0.259 -0.188
H -1.9159 -0.3573 -0.9704 0.127 0.125 -1.193 0.213
H 1.1314 -2.4244 -0.5334 -0.194 -0.128 0.009 -0.033
```
Forces are in eV/Å.

Record 8
Density functional theory data (ωB97M-V/def2-TZVPD) for a 2-piece molecular cluster, C5H11ClIN2 overall at a distorted geometry.

Its total charge is +1. The maximum force comes out at 5.28 eV Å⁻¹. The value obtained for the HOMO energy is -12.47 eV. As for the total energy: -28957.8140 eV. Its HOMO-LUMO gap is 0.314 hartree. As for the energy relative to the best compared isomer or geometry (same formula, charge and spin): 0.0 kcal/mol.

XYZ file:
```
20
Properties=species:S:1:pos:R:3:forces:R:3:nbo_charge:R:1
H -2.1736 -0.9599 2.4922 -0.090 0.183 -0.781 0.258
H 1.4417 4.2707 0.1111 0.294 0.641 0.129 0.438
C -0.3108 0.3568 -0.8540 -3.377 0.389 0.875 0.002
I -0.6040 1.6795 2.2564 0.054 -0.069 0.453 0.164
C 0.0876 -1.0582 -1.0636 3.931 1.866 -1.006 -0.648
H -2.4225 0.9957 0.4158 1.516 -1.268 1.182 0.233
H -0.8228 -1.5640 -1.0735 -0.883 -1.739 -0.092 0.246
N 0.8054 1.2199 -0.6493 0.170 0.196 0.853 -0.579
H 0.8717 -1.3119 -0.3049 -1.080 -0.611 -0.242 0.206
H 2.6908 3.0887 0.2648 -0.384 -0.366 -0.063 0.445
H 1.4579 0.6113 -0.1468 0.674 1.118 -0.104 0.432
C -1.5546 0.3935 0.9123 0.139 2.505 -3.941 -0.340
H -1.0050 0.6087 -1.7067 0.719 0.556 1.249 0.231
H 0.7030 -1.0607 -2.0597 -1.473 -0.520 1.436 0.240
C 0.7800 2.5430 -0.4254 -0.308 -1.290 -0.478 0.499
N 1.7374 3.3235 0.0075 0.647 -0.240 0.045 -0.721
H -1.0165 -1.6929 1.3472 -0.880 1.421 0.304 0.224
C -1.8922 -0.9350 1.4173 4.349 -0.863 2.877 -0.703
Cl -0.5957 3.4042 -0.8978 -0.482 -0.155 -0.314 0.145
H -2.5590 -1.3847 0.8415 -3.536 -1.754 -2.382 0.229
```
Forces are in eV/Å.